No. 1
A molecular structure, C8H11BrF12N3O9S4V. Source: the Open Molecules 2025 dataset; level of theory: ωB97M-V with the def2-TZVPD basis set.

Computed properties:
Expectation value of S²: 3.757
Charge: -1
Energy above the lowest of the compared OMol25 structures with the same formula, charge and spin (kcal per mole): 0.0
DFT total energy (eV): -203055.591
Multiplicity: 4
HOMO energy (alpha / beta) (eV): -5.15 / -5.77
Kohn-Sham gap (alpha / beta) (eV): 7.38 / 8.01

Cartesian coordinates (Å):
V  0.01488  -0.48728  -0.74139
C  3.90541  1.24930  0.25513
F  4.96269  1.93376  -0.10247
F  4.26245  0.32790  1.13396
F  3.00831  2.03028  0.83678
S  3.15655  0.37082  -1.28442
O  3.93175  0.77941  -2.43064
O  3.17086  -1.04904  -1.03795
N  1.54872  0.94571  -1.23185
S  1.45020  2.47565  -1.79958
O  0.39009  3.17672  -1.12888
O  2.67664  3.22878  -1.92438
C  0.76601  2.21427  -3.53961
F  0.48187  3.41366  -4.06557
F  1.67028  1.63058  -4.30777
F  -0.34891  1.49362  -3.51234
C  -2.52517  -3.66479  0.66483
F  -3.56480  -3.07296  0.10683
F  -3.00520  -4.56227  1.49794
F  -1.78410  -4.23540  -0.24136
S  -1.53983  -2.30981  1.62901
O  -2.39108  -1.16607  1.43640
O  -1.32617  -2.81609  2.95431
N  -0.10173  -2.04466  0.69710
S  0.85938  -3.31356  1.03027
O  0.26331  -4.55374  1.49874
O  1.79808  -3.41234  -0.04695
C  1.94237  -2.70803  2.46954
F  2.81960  -3.62493  2.81150
F  2.54714  -1.58842  2.07077
F  1.22310  -2.37792  3.54341
Br  0.15073  -1.88447  -3.02694
C  -3.36926  2.25827  -0.95191
C  -2.00525  1.60542  -0.61706
C  -1.55715  1.73277  0.81088
O  -0.45293  0.84067  1.01216
C  0.00570  0.88701  2.33943
N  -2.10513  0.14274  -0.98399
H  -4.22173  1.84834  -0.40840
H  -3.50551  2.28661  -2.03024
H  -3.32219  3.30686  -0.62714
H  -1.32654  2.02691  -1.35611
H  -2.39203  1.44108  1.45499
H  -1.24728  2.76571  0.98158
H  0.63942  1.76681  2.49617
H  0.63219  0.00316  2.48723
H  -0.71470  0.80140  3.15953
H  -2.77721  0.13072  -1.74535
H  -2.69380  -0.24317  -0.23618

---

No. 2
A molecular structure, C41H31BiN10O7S. Source: the Open Molecules 2025 dataset; level of theory: ωB97M-V with the def2-TZVPD basis set.

Computed properties:
Energy above the lowest of the compared OMol25 structures with the same formula, charge and spin (kcal per mole): 56.4
DFT total energy (eV): -88928.750
Multiplicity: 1
HOMO energy (eV): -7.59
Kohn-Sham gap (eV): 6.33

Cartesian coordinates (Å):
Bi  1.59862  0.05880  -0.72039
C  0.09472  -1.46114  2.90715
C  0.93803  -0.31611  2.42671
N  0.40621  0.16122  1.20715
C  -0.94233  0.22594  1.09284
C  -1.74211  -0.50086  1.92886
N  -1.17315  -1.48220  2.70443
C  -1.42285  0.96409  -0.09686
C  -2.76036  1.17901  -0.40340
C  -3.09483  1.83643  -1.57782
C  -2.06382  2.24666  -2.42464
C  -0.75173  2.00199  -2.05841
N  -0.45915  1.39363  -0.91033
C  0.42420  2.41686  -2.86950
C  0.33511  3.02382  -4.11605
N  1.40757  3.48218  -4.75045
C  2.58258  3.32363  -4.15441
C  2.69504  2.65142  -2.94672
N  1.62050  2.19885  -2.32004
C  -4.51473  2.08510  -1.93465
C  -5.51744  1.19747  -1.56004
C  -6.82892  1.47200  -1.91488
N  -7.19401  2.54902  -2.60652
C  -6.23117  3.39674  -2.96470
C  -4.89286  3.21302  -2.65415
H  0.56342  -2.31551  3.38936
H  2.86345  0.08952  2.93440
H  -2.82197  -0.45569  1.91755
H  -3.52533  0.85550  0.28914
H  -2.28445  2.72901  -3.36598
H  -0.61134  3.14172  -4.63146
H  3.45142  3.72583  -4.65900
H  3.65756  2.46539  -2.48765
H  -5.28452  0.28811  -1.02094
H  -7.62672  0.79358  -1.63208
H  -6.54896  4.26847  -3.52626
H  -4.16646  3.95972  -2.94756
O  1.45940  -2.18352  -7.08409
C  0.24416  -1.70658  -6.91721
O  -0.55196  -1.60281  -7.82193
C  -0.14786  -1.31539  -5.52994
C  -1.45913  -1.14248  -5.16797
N  -1.45720  -0.77857  -3.87335
N  -0.22373  -0.68838  -3.35484
C  0.58775  -1.01077  -4.35010
C  2.08021  -1.06372  -4.12720
O  2.72059  -1.82678  -4.88068
O  2.56296  -0.35398  -3.20549
H  1.96590  -2.16925  -6.21600
H  -2.35849  -1.26195  -5.75090
H  -2.24949  -0.61981  -3.27837
C  -4.06457  0.33572  7.09660
C  -2.80182  0.59032  6.31431
C  -1.63131  -0.10671  6.59319
C  -0.48582  0.09912  5.83819
C  -0.51795  1.01877  4.80288
C  -1.66606  1.74793  4.52061
C  -2.79779  1.53599  5.28622
S  0.88696  1.17998  3.73575
O  0.74964  2.40668  2.99084
O  2.06148  0.96465  4.56852
N  2.36900  -0.54110  2.31198
C  2.91441  -1.84622  2.44513
C  3.42290  -2.27082  3.64583
C  4.02970  -3.53431  3.78651
C  4.13030  -4.37120  2.71410
C  3.66711  -3.95068  1.44667
C  3.83433  -4.74226  0.28757
C  3.45624  -4.25993  -0.92863
C  2.88940  -2.97455  -0.99031
N  2.68522  -2.22203  0.06813
C  3.06136  -2.67954  1.29876
H  -3.91338  -0.42458  7.86163
H  -4.85863  -0.00482  6.42942
H  -4.41267  1.24919  7.58266
H  -1.61389  -0.81485  7.41340
H  0.43270  -0.43528  6.05125
H  -1.64299  2.47905  3.72135
H  -3.70112  2.09941  5.07992
H  3.33983  -1.60851  4.50160
H  4.40788  -3.83816  4.75452
H  4.58330  -5.35064  2.81190
H  4.28111  -5.72527  0.38524
H  3.58778  -4.82892  -1.83799
H  2.61345  -2.54767  -1.95170
C  4.78788  0.43430  -0.72710
C  3.62259  1.08781  -0.01458
O  3.73678  1.97123  0.78300
H  5.68133  1.06077  -0.68173
H  4.52434  0.19057  -1.76122
H  4.99864  -0.51265  -0.21903

---

No. 3
A molecular structure, C8H12Cl3O10Pd. Source: the Open Molecules 2025 dataset; level of theory: ωB97M-V with the def2-TZVPD basis set.

Computed properties:
Expectation value of S²: 2.010
Charge: +1
Energy above the lowest of the compared OMol25 structures with the same formula, charge and spin (kcal per mole): 3.1
DFT total energy (eV): -69992.698
Multiplicity: 3
HOMO energy (alpha / beta) (eV): -13.12 / -13.12
Kohn-Sham gap (alpha / beta) (eV): 7.74 / 4.39

Cartesian coordinates (Å):
Pd  -2.47100  -4.07165  0.81805
Cl  -0.22592  -2.16453  2.58959
O  -0.13786  -3.13625  1.53322
O  0.05717  -0.90981  2.02880
O  -1.63363  -2.37955  2.80267
O  0.54370  -2.58814  3.72643
C  1.45827  0.38825  -1.21371
C  2.34375  -0.80922  -0.85891
O  2.53312  -1.54489  -2.01373
C  2.00321  -0.91955  -3.05352
O  2.05214  -1.28869  -4.21651
O  1.46378  0.31900  -2.65732
H  1.89762  1.33255  -0.89222
H  0.47402  0.29369  -0.75501
H  2.01251  -1.35963  0.02167
H  3.24080  -0.27351  -0.54839
C  -3.27638  0.40649  -2.20210
C  -1.87218  0.01634  -2.69816
O  -1.51055  -1.03230  -1.88870
C  -2.50286  -1.26289  -0.99588
O  -2.39598  -2.10754  -0.13446
O  -3.58527  -0.56109  -1.23472
H  -4.06201  0.34710  -2.95533
H  -3.46605  1.42960  -1.87747
H  -1.13786  0.82184  -2.70184
H  -2.06362  -0.32090  -3.71685
Cl  0.05408  3.50890  4.30374
C  1.02298  2.31163  3.47282
C  1.49214  3.01404  2.24306
Cl  2.72146  1.88842  1.34659
H  0.59747  1.30819  3.48484
H  1.85048  2.21749  4.17602
H  1.96006  3.98898  2.37958
H  0.56239  3.13763  1.68772

---

No. 4
4 unconnected molecules or ions with the total composition C6H18BrO6. Source: the Open Molecules 2025 dataset; level of theory: ωB97M-V with the def2-TZVPD basis set.

Computed properties:
Expectation value of S²: 0.754
DFT total energy (eV): -88837.483
Multiplicity: 2
HOMO energy (alpha / beta) (eV): -10.07 / -10.06
Kohn-Sham gap (alpha / beta) (eV): 10.34 / 4.83

Cartesian coordinates (Å):
Br  0.72852  -1.08896  2.41134
C  1.30178  2.31573  -0.02930
C  2.23361  3.50397  0.39992
O  3.23048  4.00701  -0.52682
O  1.91547  1.05373  -0.09238
H  0.80745  2.65637  -0.93908
H  0.51453  2.19637  0.71507
H  2.63340  3.28294  1.38957
H  1.51124  4.28377  0.64115
H  3.54422  3.24009  -1.01160
H  1.44035  0.35285  0.35997
C  0.53258  -3.74396  -0.66142
C  -0.87145  -3.79304  0.03374
O  -0.78485  -3.96408  1.47583
O  1.20390  -2.47425  -0.67039
H  0.35934  -3.96759  -1.71407
H  1.26974  -4.42014  -0.22843
H  -1.50978  -4.55669  -0.41065
H  -1.43153  -2.88234  -0.17849
H  -0.59555  -3.11144  1.87430
H  1.35283  -2.29878  0.26161
C  -2.17896  1.47912  -1.09203
C  -1.69632  0.24634  -0.26079
O  -2.16952  0.00771  1.06707
O  -1.97340  2.76629  -0.45198
H  -3.24922  1.39190  -1.27923
H  -1.64906  1.39029  -2.04041
H  -0.60923  0.17485  -0.22572
H  -1.98114  -0.61541  -0.86443
H  -1.44509  -0.21101  1.65779
H  -2.43448  2.77836  0.38995